# 1
{"formula": "C4H7FOS", "method": "ωB97M-V with the def2-TZVPD basis set", "homo_energy_ev": -8.8, "charge": 0, "de_lowest_ev": 0.740, "orbital_gap_ev": 9.01, "smiles": "COC(=S)[C@@H](C)F", "symbols": ["C", "C", "C", "C", "H", "H", "H", "H", "H", "H", "H", "O", "F", "S"], "xyz": [[-0.46, 1.91, 0.14], [1.14, 0.25, -0.44], [0.16, -0.89, -0.69], [-0.33, -1.52, 0.59], [-0.49, 3.02, 0.26], [-0.68, 1.32, 1.12], [-1.24, 1.62, -0.55], [0.70, -1.58, -1.29], [-0.79, -2.50, 0.42], [0.44, -1.72, 1.36], [-1.03, -0.92, 1.20], [0.79, 1.50, -0.41], [-0.95, -0.37, -1.36], [2.73, -0.12, -0.35]], "nbo_charge": [-0.273, 0.236, 0.102, -0.656, 0.214, 0.184, 0.209, 0.214, 0.230, 0.243, 0.221, -0.484, -0.368, -0.071]}


# 2
{"formula": "C4H7FOS2", "method": "ωB97M-V with the def2-TZVPD basis set", "homo_energy_ev": -9.2, "charge": 0, "de_lowest_ev": 1.794, "orbital_gap_ev": 9.46, "smiles": "O[C@@H]1[C@H](S)[C@@]1(S)CF", "symbols": ["C", "C", "C", "C", "H", "H", "H", "H", "H", "H", "H", "O", "F", "S", "S"], "xyz": [[0.74, -0.54, 0.19], [0.14, 0.50, 1.18], [-0.55, 0.16, -0.09], [-1.67, -1.01, -0.25], [3.00, 0.77, -0.44], [0.57, -1.59, 0.42], [-0.01, 0.09, 2.15], [0.75, 2.19, 0.27], [0.62, 0.56, -1.72], [-1.59, -1.47, -1.20], [-1.50, -1.79, 0.49], [0.62, 1.80, 1.23], [-2.93, -0.36, -0.04], [2.34, -0.62, -0.65], [-0.53, 1.30, -1.55]], "nbo_charge": [-0.444, 0.108, -0.218, 0.074, 0.166, 0.231, 0.215, 0.489, 0.160, 0.180, 0.165, -0.700, -0.375, -0.019, -0.032]}


# 3
{"formula": "C4H7FS", "method": "ωB97M-V with the def2-TZVPD basis set", "homo_energy_ev": -8.8, "charge": 0, "de_lowest_ev": 2.455, "orbital_gap_ev": 9.56, "smiles": "FC[C@@H]1CCS1", "symbols": ["C", "C", "C", "C", "H", "H", "H", "H", "H", "H", "H", "F", "S"], "xyz": [[-1.38, -0.92, 0.34], [-0.52, -0.44, -0.74], [0.95, -0.97, -0.53], [1.49, 0.26, 0.17], [-2.43, -0.57, 0.20], [-1.37, -2.12, 0.37], [-0.91, -0.77, -1.78], [1.24, -1.12, -1.68], [1.04, -2.16, -0.29], [2.42, 0.70, -0.18], [1.49, 0.06, 1.19], [-0.74, -0.36, 1.58], [0.12, 1.35, -0.47]], "nbo_charge": [0.016, -0.330, -0.436, -0.489, 0.189, 0.185, 0.234, 0.213, 0.219, 0.218, 0.225, -0.402, 0.159]}


# 4
{"formula": "C4H7IN", "method": "ωB97M-V with the def2-TZVPD basis set", "homo_energy_ev": [-13.6, -13.6], "charge": 1, "de_lowest_ev": 4.518, "orbital_gap_ev": [7.95, 7.95], "smiles": "C=[N+]1[C@H](C)[C@@H]1I", "symbols": ["C", "C", "C", "C", "N", "I", "H", "H", "H", "H", "H", "H", "H"], "xyz": [[-1.17, 0.42, 1.01], [0.21, 1.69, -0.83], [0.81, -1.32, -0.27], [0.53, -0.19, 0.64], [-0.13, 0.87, 0.17], [-2.87, -0.13, -0.19], [1.08, 1.51, -1.39], [-0.61, 2.00, -1.38], [-0.07, -1.84, -0.59], [1.37, -1.01, -1.28], [1.36, -2.03, 0.36], [0.82, -0.24, 1.64], [-1.33, 0.29, 2.12]], "nbo_charge": [-0.206, 0.044, -0.679, 0.077, -0.283, 0.255, 0.227, 0.218, 0.261, 0.252, 0.262, 0.252, 0.320]}


# 5
{"formula": "C4H7IN", "method": "ωB97M-V with the def2-TZVPD basis set", "homo_energy_ev": [-13.3, -13.0], "charge": 1, "de_lowest_ev": 5.310, "orbital_gap_ev": [7.70, 6.70], "symbols": ["C", "C", "C", "C", "N", "I", "H", "H", "H", "H", "H", "H", "H"], "xyz": [[-1.22, 0.15, 0.45], [-0.32, 1.19, -0.26], [1.30, -0.45, 0.89], [-0.01, -0.74, 0.38], [0.80, 0.23, -0.38], [-0.81, -3.21, -2.76], [-1.72, 0.43, 1.48], [-2.17, -0.28, -0.14], [-0.61, 1.44, -1.19], [-0.04, 2.11, 0.38], [1.42, 0.15, 1.74], [2.03, -1.11, 0.64], [1.35, 0.10, -1.22]], "nbo_charge": [-0.515, -0.185, -0.234, 0.328, -0.412, 0.010, 0.279, 0.295, 0.236, 0.244, 0.243, 0.254, 0.458]}


# 6
{"formula": "C4H7IN", "method": "ωB97M-V with the def2-TZVPD basis set", "homo_energy_ev": [-11.9, -11.9], "charge": 1, "de_lowest_ev": 4.841, "orbital_gap_ev": [4.70, 4.71], "symbols": ["C", "C", "C", "C", "N", "I", "H", "H", "H", "H", "H", "H", "H"], "xyz": [[0.05, 0.32, 2.64], [0.54, 0.09, 1.41], [0.14, -0.24, -1.08], [-0.53, -0.27, -2.42], [-0.30, 0.27, 0.33], [0.19, -0.05, -4.35], [0.44, -0.01, 3.68], [-0.99, 0.65, 2.72], [1.56, -0.18, 1.15], [0.78, -1.10, -1.03], [0.94, 0.46, -1.29], [-1.57, -0.28, -2.33], [-1.26, 0.34, 0.55]], "nbo_charge": [-0.430, -0.035, -0.399, -0.033, -0.537, 0.547, 0.252, 0.194, 0.212, 0.319, 0.301, 0.203, 0.405]}


# 7
{"formula": "C4H7IN2", "method": "ωB97M-V with the def2-TZVPD basis set", "homo_energy_ev": -8.2, "charge": 0, "de_lowest_ev": 3.631, "orbital_gap_ev": 8.14, "symbols": ["C", "C", "C", "C", "N", "N", "I", "H", "H", "H", "H", "H", "H", "H"], "xyz": [[0.20, -1.43, 0.47], [-1.12, -1.18, 0.98], [0.04, 0.65, -0.80], [1.19, 1.54, -0.45], [-1.73, 0.17, 0.58], [-1.16, 0.87, -0.19], [-0.22, 0.31, -2.89], [1.07, -1.16, 1.05], [0.35, -2.09, -0.36], [-1.89, -1.86, 0.61], [-1.20, -1.10, 2.07], [1.05, 2.56, -0.81], [2.10, 1.14, -0.89], [1.31, 1.58, 0.64]], "nbo_charge": [-0.430, -0.398, 0.002, -0.690, -0.019, -0.166, 0.147, 0.199, 0.209, 0.229, 0.226, 0.224, 0.239, 0.228]}


# 8
{"formula": "C4H7IOS", "method": "ωB97M-V with the def2-TZVPD basis set", "homo_energy_ev": -8.8, "charge": 0, "de_lowest_ev": 1.072, "orbital_gap_ev": 9.29, "symbols": ["C", "C", "C", "C", "O", "S", "I", "H", "H", "H", "H", "H", "H", "H"], "xyz": [[2.17, -1.09, -0.50], [-0.17, 1.14, 2.56], [-2.12, 0.44, 1.19], [-0.74, 0.83, 1.40], [3.20, -0.62, -0.45], [0.19, 1.36, -0.05], [2.32, -2.44, -4.17], [0.79, 1.66, 2.64], [2.46, -1.71, -2.78], [-0.59, 1.02, 3.49], [-2.34, -0.57, 0.88], [-2.74, 0.56, 2.01], [-2.58, 0.89, 0.34], [-0.46, 0.60, -0.88]], "nbo_charge": [0.503, -0.412, -0.673, -0.105, -0.503, 0.006, -0.087, 0.200, 0.073, 0.197, 0.229, 0.228, 0.230, 0.114]}


# 9
{"formula": "C4H7KO3", "method": "ωB97M-V with the def2-TZVPD basis set", "s2": 0.76, "homo_energy_ev": [-2.8, -2.7], "charge": -1, "orbital_gap_ev": [4.74, 4.69], "spin_multiplicity": 2, "symbols": ["H", "K", "O", "O", "C", "C", "O", "C", "H", "H", "H", "H", "C", "H", "H"], "xyz": [[-1.95, 0.72, 0.71], [1.20, 1.69, -0.32], [-0.61, -0.03, -0.61], [-1.72, -1.35, 0.85], [0.17, -1.47, -0.46], [1.32, -1.26, 0.55], [2.01, -0.08, 0.35], [-1.86, -0.22, 0.11], [-0.64, -2.06, -0.90], [0.74, -2.00, -1.26], [1.98, -2.15, 0.46], [0.92, -1.31, 1.59], [-2.99, -0.38, -0.86], [-3.73, 0.42, -1.01], [-3.14, -1.35, -1.35]], "lowdin_charge": [0.103, 0.896, -0.309, -0.263, -0.125, -0.455, -0.591, -0.711, 0.102, 0.078, 0.085, 0.092, 0.058, 0.008, 0.031]}


# 10
{"formula": "C4H7LiO2Zn", "method": "ωB97M-V with the def2-TZVPD basis set", "s2": 0.75, "homo_energy_ev": [-10.7, -10.7], "charge": 1, "de_lowest_ev": 5.397, "orbital_gap_ev": [4.20, 4.19], "spin_multiplicity": 2, "symbols": ["H", "C", "C", "C", "C", "O", "O", "Li", "Zn", "H", "H", "H", "H", "H", "H"], "xyz": [[-2.53, -0.17, 1.12], [0.55, 1.06, -0.20], [-0.43, 0.71, 0.87], [0.43, -0.48, 1.04], [0.41, -1.65, 0.11], [-0.49, -1.46, -0.90], [0.23, 1.16, -1.43], [0.19, 2.09, -3.09], [-0.77, -0.32, -2.26], [1.48, 1.56, 0.10], [-0.38, 1.43, 1.84], [-1.45, 0.87, 0.51], [1.20, -0.46, 1.81], [0.13, -2.52, 0.75], [1.44, -1.81, -0.28]], "nbo_charge": [0.001, 0.177, -0.535, -0.018, -0.095, -1.103, -0.963, 0.912, 1.295, 0.197, 0.265, 0.246, 0.235, 0.198, 0.189]}


# 11
{"formula": "C4H7MgO2Tl", "method": "ωB97M-V with the def2-TZVPD basis set", "homo_energy_ev": -15.7, "charge": 2, "de_lowest_ev": 0.000, "orbital_gap_ev": 5.24, "symbols": ["O", "C", "C", "Tl", "Mg", "H", "H", "H", "C", "C", "O", "H", "H", "H", "H"], "xyz": [[-0.20, -0.03, 1.61], [-0.53, 0.51, 0.36], [-1.86, 0.29, 0.07], [-0.79, 2.18, 2.39], [1.42, -1.96, 1.91], [0.21, 0.44, -0.46], [-2.61, 0.52, 0.84], [-2.20, 0.51, -0.95], [-1.16, -2.75, 1.68], [-0.44, -2.83, 0.48], [-1.39, -4.00, 2.12], [-1.64, -2.21, 2.51], [0.19, -3.67, 0.18], [-0.81, -2.53, -0.50], [-1.97, -4.01, 2.90]], "nbo_charge": [-1.053, 0.003, -0.438, 0.934, 1.669, 0.204, 0.198, 0.235, 0.244, -0.745, -0.591, 0.260, 0.258, 0.308, 0.514]}


# 12
{"formula": "C4H7N", "method": "ωB97M-V with the def2-TZVPD basis set", "homo_energy_ev": -9.1, "charge": 0, "de_lowest_ev": 2.534, "orbital_gap_ev": 9.91, "smiles": "CC#CCN", "symbols": ["C", "C", "C", "C", "H", "H", "H", "H", "H", "H", "H", "N"], "xyz": [[2.45, 0.13, 0.05], [1.05, -0.30, -0.19], [-0.16, -0.23, -0.19], [-1.58, -0.71, 0.03], [2.86, 0.64, -0.93], [2.35, 1.01, 0.75], [3.19, -0.66, 0.43], [-1.64, -1.26, 1.02], [-2.02, -1.36, -0.75], [-1.83, 1.14, 0.68], [-2.30, 1.04, -0.91], [-2.37, 0.54, 0.02]], "nbo_charge": [-0.697, 0.009, -0.079, -0.277, 0.236, 0.241, 0.244, 0.216, 0.217, 0.348, 0.357, -0.815]}


# 13
{"formula": "C4H7N", "method": "ωB97M-V with the def2-TZVPD basis set", "homo_energy_ev": -9.4, "charge": 0, "de_lowest_ev": 2.179, "orbital_gap_ev": 10.60, "smiles": "C=C[C@@H]1CN1", "symbols": ["C", "C", "C", "C", "H", "H", "H", "H", "H", "H", "H", "N"], "xyz": [[-1.80, 0.30, -0.15], [-0.93, -0.71, 0.09], [0.50, -0.52, 0.47], [1.26, 0.68, 0.11], [-1.40, 1.32, 0.06], [-2.84, 0.19, -0.39], [-1.26, -1.69, -0.07], [0.85, -0.96, 1.44], [0.71, 1.51, -0.47], [1.99, 1.11, 0.83], [1.29, -0.70, -1.46], [1.62, -0.54, -0.45]], "nbo_charge": [-0.376, -0.195, -0.137, -0.245, 0.191, 0.206, 0.196, 0.203, 0.187, 0.193, 0.357, -0.580]}


# 14
{"formula": "C4H7N2", "method": "ωB97M-V with the def2-TZVPD basis set", "homo_energy_ev": -13.4, "charge": 1, "de_lowest_ev": 5.732, "orbital_gap_ev": 8.17, "symbols": ["C", "C", "C", "C", "N", "N", "H", "H", "H", "H", "H", "H", "H"], "xyz": [[2.59, -2.93, 0.28], [1.54, -2.69, 0.89], [0.36, -2.42, 1.64], [-1.15, -0.48, 1.15], [-0.10, 2.18, -1.68], [-0.49, -1.44, 1.28], [3.54, -3.18, -0.11], [-0.20, -3.46, 1.81], [0.55, -2.30, 2.69], [-1.93, 0.27, 1.21], [-0.09, 1.35, -2.27], [0.49, 2.91, -2.24], [-1.11, 2.46, -1.73]], "nbo_charge": [-0.052, -0.116, -0.365, 0.483, -1.095, -0.152, 0.264, 0.315, 0.302, 0.317, 0.353, 0.386, 0.359]}


# 15
{"formula": "C4H7N2", "method": "ωB97M-V with the def2-TZVPD basis set", "homo_energy_ev": -14.9, "charge": 1, "de_lowest_ev": 4.387, "orbital_gap_ev": 10.83, "symbols": ["C", "C", "C", "C", "N", "N", "H", "H", "H", "H", "H", "H", "H"], "xyz": [[0.89, 1.18, 0.02], [1.17, -1.08, -0.02], [-0.51, 0.80, -0.38], [-0.64, -0.67, -0.51], [1.65, 0.17, 0.33], [-1.20, 0.07, 0.66], [1.08, 2.18, 0.06], [1.32, -1.93, 0.73], [1.58, -1.22, -1.05], [-0.95, 1.58, -0.91], [-1.43, -1.21, -1.10], [-0.78, -0.08, 1.67], [-2.18, 0.22, 0.49]], "nbo_charge": [0.108, -0.192, -0.158, -0.099, -0.320, -0.535, 0.220, 0.265, 0.258, 0.260, 0.272, 0.472, 0.449]}


# 16
{"formula": "C4H7N2", "method": "ωB97M-V with the def2-TZVPD basis set", "homo_energy_ev": [-12.6, -12.6], "charge": 1, "de_lowest_ev": 3.804, "orbital_gap_ev": [8.19, 8.19], "smiles": "NC#CCC=[NH2+]", "symbols": ["C", "C", "C", "C", "N", "N", "H", "H", "H", "H", "H", "H", "H"], "xyz": [[0.53, -0.68, -0.05], [1.61, -0.11, 0.11], [-0.74, -1.29, -0.20], [-1.44, -0.08, 0.56], [-1.64, 0.98, -0.12], [2.83, 0.27, -0.05], [-0.92, -1.36, -1.25], [-0.67, -2.34, 0.22], [-1.48, 0.08, 1.71], [-2.05, 1.80, 0.31], [-1.56, 0.94, -1.12], [3.53, 0.08, 0.65], [3.15, 0.98, -0.72]], "nbo_charge": [-0.170, 0.289, -0.495, 0.280, -0.651, -0.789, 0.262, 0.299, 0.268, 0.440, 0.424, 0.419, 0.424]}


# 17
{"formula": "C4H7N2", "method": "ωB97M-V with the def2-TZVPD basis set", "homo_energy_ev": -13.4, "charge": 1, "de_lowest_ev": 3.657, "orbital_gap_ev": 9.01, "smiles": "C=CNC=C=[NH2+]", "symbols": ["C", "C", "C", "C", "N", "N", "H", "H", "H", "H", "H", "H", "H"], "xyz": [[-0.79, 2.23, -0.53], [-0.74, 0.94, -0.58], [-0.16, -0.91, 0.86], [0.53, -1.66, 0.02], [-0.82, 0.21, 0.62], [1.70, -1.90, -0.39], [-0.65, 2.72, 0.42], [-0.88, 2.92, -1.33], [-0.83, 0.36, -1.51], [-0.32, -1.40, 1.87], [-1.38, 0.55, 1.43], [2.51, -1.33, 0.13], [1.83, -2.73, -0.98]], "nbo_charge": [-0.336, -0.083, 0.018, 0.280, -0.521, -0.636, 0.204, 0.236, 0.225, 0.284, 0.441, 0.440, 0.448]}


# 18
{"formula": "C4H7N2", "method": "ωB97M-V with the def2-TZVPD basis set", "homo_energy_ev": -14.4, "charge": 1, "de_lowest_ev": 0.887, "orbital_gap_ev": 10.24, "smiles": "Cc1c[nH]c[nH+]1", "symbols": ["C", "C", "C", "N", "C", "N", "H", "H", "H", "H", "H", "H", "H"], "xyz": [[-0.93, 0.92, -1.46], [-0.13, 0.26, -0.37], [1.07, 0.52, 0.24], [1.24, -0.42, 1.24], [0.17, -1.24, 1.29], [-0.66, -0.78, 0.37], [-1.95, 0.56, -1.34], [-0.97, 2.00, -1.30], [-0.41, 0.84, -2.41], [1.96, 1.06, -0.04], [1.95, -0.26, 1.94], [0.25, -2.31, 1.47], [-1.60, -1.16, 0.37]], "nbo_charge": [-0.651, 0.180, -0.053, -0.450, 0.224, -0.454, 0.239, 0.259, 0.266, 0.262, 0.460, 0.264, 0.455]}